1.
3 unconnected molecules or ions with the total composition C4H8O3. Source: OMol25; level of theory: ωB97M-V with the def2-TZVPD basis set.

Each atom is followed by the atoms it is bonded to, with distances in Å.
Cartesian coordinates (Å):
1 C -0.24 0.18 -1.53  C2 1.492, H8 1.095, H9 1.091, H10 1.095
2 C 0.09 0.83 -0.23  C1 1.492, O3 1.369, C4 1.336
3 O 1.35 1.35 -0.21  C2 1.369, H12 0.967
4 C -0.74 0.91 0.81  C2 1.336, O5 1.379, H13 1.093
5 O -2.05 0.49 0.74  C4 1.379, H14 0.967
6 C -0.25 -2.34 1.03  O7 1.138
7 O -1.25 -2.21 1.55  C6 1.138
8 H 0.54 -0.54 -1.81  C1 1.095
9 H -1.21 -0.33 -1.47  C1 1.091
10 H -0.30 0.94 -2.33  C1 1.095
11 H 2.55 -0.77 -0.21  H15 0.745
12 H 1.50 1.78 0.64  O3 0.967
13 H -0.45 1.41 1.74  C4 1.093
14 H -2.19 -0.20 1.40  O5 0.967
15 H 2.67 -1.50 -0.12  H11 0.745

The HOMO energy is -8.50 eV. For the LUMO energy, the calculation gives 0.86 eV. The energy above the lowest of the compared OMol25 structures with the same formula, charge and spin is 66.8 kcal per mole. The HOMO-LUMO gap is 9.36 eV.

=====

2.
7 unconnected molecules or ions with the total composition C16H50O8P2. Source: OMol25; level of theory: ωB97M-V with the def2-TZVPD basis set.

Each atom is followed by the atoms it is bonded to, with distances in Å.
Cartesian coordinates (Å):
1 C 3.79 -4.78 2.34  P2 1.850, H9 1.097, H10 1.090, H11 1.093
2 P 4.05 -2.95 2.44  C1 1.850, O3 1.670, P4 2.303
3 O 4.43 -2.75 4.05  P2 1.670, H12 0.967
4 P 1.81 -2.43 2.45  P2 2.303, C5 1.886, H13 1.424, H14 1.449, H15 1.433
5 C -0.04 -2.06 2.43  P4 1.886, C6 1.526, H16 1.094, H17 1.097
6 C -0.92 -3.23 2.88  C5 1.526, C7 1.539, H18 1.096, H19 1.093
7 C -0.72 -4.51 2.04  C6 1.539, O8 1.419, H20 1.098, H21 1.091
8 O -0.68 -5.69 2.82  C7 1.419, H22 0.961
9 H 2.93 -5.01 1.70  C1 1.097
10 H 4.66 -5.29 1.92  C1 1.090
11 H 3.59 -5.18 3.34  C1 1.093
12 H 3.71 -2.95 4.67  O3 0.967
13 H 2.13 -1.19 3.08  P4 1.424
14 H 1.61 -3.52 3.38  P4 1.449
15 H 1.89 -2.58 1.02  P4 1.433
16 H -0.20 -1.20 3.08  C5 1.094
17 H -0.31 -1.75 1.41  C5 1.097
18 H -0.71 -3.47 3.92  C6 1.096
19 H -1.97 -2.93 2.84  C6 1.093
20 H 0.17 -4.43 1.41  C7 1.098
21 H -1.56 -4.65 1.36  C7 1.091
22 H 0.12 -5.66 3.37  O8 0.961
23 C 2.32 0.42 -2.01  C24 1.513, H26 1.090, H27 1.092, H28 1.091
24 C 2.39 -0.62 -0.92  C23 1.513, O25 1.426, H29 1.091, H30 1.096
25 O 2.20 -0.06 0.38  C24 1.426, H31 0.963
26 H 3.09 1.19 -1.87  C23 1.090
27 H 2.47 -0.04 -2.99  C23 1.092
28 H 1.34 0.90 -2.02  C23 1.091
29 H 3.36 -1.10 -0.88  C24 1.091
30 H 1.63 -1.40 -1.11  C24 1.096
31 H 1.34 0.37 0.39  O25 0.963
32 C -1.31 2.98 5.16  C33 1.515, H35 1.090, H36 1.091, H37 1.092
33 C -1.12 1.48 5.20  C32 1.515, O34 1.425, H38 1.090, H39 1.095
34 O -0.46 0.98 4.03  C33 1.425, H40 0.963
35 H -1.89 3.27 4.27  C32 1.090
36 H -1.85 3.32 6.05  C32 1.091
37 H -0.35 3.50 5.13  C32 1.092
38 H -2.08 0.97 5.22  C33 1.090
39 H -0.57 1.19 6.10  C33 1.095
40 H 0.40 1.40 3.97  O34 0.963
41 C -1.87 0.59 -4.25  C42 1.514, H44 1.091, H45 1.091, H46 1.092
42 C -1.10 -0.61 -3.73  C41 1.514, O43 1.426, H47 1.090, H48 1.095
43 O -0.85 -0.52 -2.33  C42 1.426, H49 0.962
44 H -1.32 1.51 -4.04  C41 1.091
45 H -2.03 0.51 -5.33  C41 1.091
46 H -2.85 0.67 -3.78  C41 1.092
47 H -0.12 -0.68 -4.19  C42 1.090
48 H -1.64 -1.54 -3.96  C42 1.095
49 H -1.69 -0.48 -1.86  O43 0.962
50 C -7.28 1.56 -3.78  C51 1.516, H53 1.090, H54 1.091, H55 1.092
51 C -5.86 1.17 -4.13  C50 1.516, O52 1.419, H56 1.091, H57 1.097
52 O -5.05 2.28 -4.46  C51 1.419, H58 0.966
53 H -7.74 2.09 -4.62  C50 1.090
54 H -7.88 0.67 -3.57  C50 1.091
55 H -7.31 2.21 -2.91  C50 1.092
56 H -5.84 0.52 -5.00  C51 1.091
57 H -5.41 0.60 -3.30  C51 1.097
58 H -5.01 2.89 -3.71  O52 0.966
59 C 6.69 -0.06 1.45  C60 1.516, H62 1.091, H63 1.092, H64 1.093
60 C 7.37 -1.35 1.86  C59 1.516, O61 1.422, H65 1.091, H66 1.094
61 O 7.53 -1.46 3.27  C60 1.422, H67 0.964
62 H 7.26 0.80 1.79  C59 1.091
63 H 6.59 -0.01 0.36  C59 1.092
64 H 5.68 -0.01 1.87  C59 1.093
65 H 8.37 -1.41 1.44  C60 1.091
66 H 6.80 -2.21 1.49  C60 1.094
67 H 6.66 -1.52 3.67  O61 0.964
68 C -3.18 6.68 -4.94  C69 1.515, H71 1.090, H72 1.091, H73 1.092
69 C -3.24 5.50 -3.98  C68 1.515, O70 1.425, H74 1.090, H75 1.095
70 O -4.55 4.95 -3.88  C69 1.425, H76 0.964
71 H -3.87 7.46 -4.62  C68 1.090
72 H -2.17 7.10 -4.97  C68 1.091
73 H -3.45 6.37 -5.95  C68 1.092
74 H -2.97 5.81 -2.97  C69 1.090
75 H -2.53 4.73 -4.29  C69 1.095
76 H -4.82 4.65 -4.75  O70 0.964

The HOMO energy is -7.29 eV. For the LUMO energy, the calculation gives 0.36 eV. As for the SMILES: CP(O)[PH3]CCCO.CCO.CCO.CCO.CCO.CCO.CCO. The energy above the lowest of the compared OMol25 structures with the same formula, charge and spin is 0.0 kcal per mole. The HOMO-LUMO gap is 7.64 eV.

=====

3.
C4H7NO in the gas phase. Source: OMol25; level of theory: ωB97M-V with the def2-TZVPD basis set.

Each atom is followed by the atoms it is bonded to, with distances in Å.
Cartesian coordinates (Å):
1 O -1.07 0.37 2.06  C2 1.407, H7 0.966
2 C -0.78 -0.26 0.83  O1 1.407, C3 1.744, C5 1.550
3 C -0.62 0.84 -0.51  C2 1.744, N4 1.438, H8 1.102, H9 1.096
4 N 0.59 0.10 -0.71  C3 1.438, C5 1.453, C6 1.299
5 C 0.77 -0.22 0.70  C2 1.550, N4 1.453, H10 1.093, H11 1.098
6 C 0.69 -0.87 -1.57  N4 1.299, H12 1.083, H13 1.082
7 H -1.98 0.17 2.28  O1 0.966
8 H -1.20 0.95 -1.44  C3 1.102
9 H -0.38 1.83 -0.10  C3 1.096
10 H 1.42 -1.08 0.88  C5 1.093
11 H 1.17 0.67 1.20  C5 1.098
12 H 0.20 -0.82 -2.53  C6 1.083
13 H 1.33 -1.71 -1.33  C6 1.082

The HOMO energy (spin up / spin down) is -6.89 / -6.88 eV. For the LUMO energy (spin up / spin down), the calculation gives 0.18 / 0.17 eV. The energy above the lowest of the compared OMol25 structures with the same formula, charge and spin is 129.3 kcal per mole. The HOMO-LUMO gap (spin up / spin down) is 7.07 / 7.06 eV.

=====

4.
3 unconnected molecules or ions with the total composition C18H33Br2F5O11P3. Source: OMol25; level of theory: ωB97M-V with the def2-TZVPD basis set.

Each atom is followed by the atoms it is bonded to, with distances in Å.
Cartesian coordinates (Å):
1 C -1.39 -3.37 2.65  C2 1.532, H26 1.083, H27 1.085, H28 1.087
2 C -0.75 -3.28 1.26  C1 1.532, C3 1.534, H29 1.087, H30 1.084
3 C -1.62 -2.53 0.24  C2 1.534, O4 1.404, H31 1.086, H32 1.095
4 O -0.90 -1.81 -0.72  C3 1.404, P5 1.734
5 P -0.50 -0.13 -0.56  O4 1.734, C6 1.923, O15 1.707, P18 2.305, P22 2.283, H33 1.463
6 C -0.09 1.75 -0.59  P5 1.923, C7 1.543, H34 1.087, H35 1.083
7 C -1.21 2.69 -0.10  C6 1.543, C8 1.528, H36 1.079, H37 1.083
8 C -0.71 4.07 0.32  C7 1.528, F9 1.354, Br10 1.997, C11 1.552
9 F -0.02 4.06 1.49  C8 1.354
10 Br -2.35 5.16 0.65  C8 1.997
11 C 0.11 4.84 -0.74  C8 1.552, F12 1.373, F13 1.369, Br14 1.928
12 F 0.06 6.20 -0.56  C11 1.373
13 F -0.40 4.58 -1.99  C11 1.369
14 Br 2.00 4.43 -0.69  C11 1.928
15 O -0.83 -0.06 1.11  P5 1.707, C16 1.390
16 C 0.07 -0.13 2.17  O15 1.390, C17 1.529, H38 1.090, H39 1.095
17 C 0.58 1.21 2.70  C16 1.529, H40 1.089, H41 1.083, H42 1.083
18 P 1.67 -0.88 -0.44  P5 2.305, C19 1.851, C20 1.854
19 C 2.89 0.48 -0.09  P18 1.851, H43 1.086, H44 1.090, H45 1.084
20 C 2.09 -1.18 -2.22  P18 1.854, C21 1.515, H46 1.086, H47 1.094
21 C 1.31 -2.32 -2.84  C20 1.515, H48 1.083, H49 1.084, H50 1.090
22 P -2.70 0.25 -1.05  P5 2.283, O23 1.469, O24 1.648, O25 1.637
23 O -3.62 0.65 0.02  P22 1.469
24 O -2.71 1.31 -2.32  P22 1.648, H51 0.958
25 O -3.34 -1.07 -1.78  P22 1.637, H52 0.956
26 H -1.35 -4.38 3.04  C1 1.083
27 H -0.94 -2.72 3.38  C1 1.085
28 H -2.45 -3.11 2.60  C1 1.087
29 H -0.60 -4.30 0.91  C2 1.087
30 H 0.24 -2.84 1.29  C2 1.084
31 H -2.42 -1.98 0.73  C3 1.086
32 H -2.15 -3.31 -0.32  C3 1.095
33 H -0.32 -0.13 -2.01  P5 1.463
34 H 0.18 2.03 -1.61  C6 1.087
35 H 0.75 1.97 0.06  C6 1.083
36 H -1.92 2.91 -0.89  C7 1.079
37 H -1.69 2.27 0.77  C7 1.083
38 H 0.92 -0.81 2.08  C16 1.090
39 H -0.48 -0.55 3.02  C16 1.095
40 H 1.16 0.97 3.59  C17 1.089
41 H 1.24 1.73 2.02  C17 1.083
42 H -0.26 1.82 3.01  C17 1.083
43 H 2.69 1.45 -0.54  C19 1.086
44 H 3.85 0.14 -0.48  C19 1.090
45 H 3.02 0.57 0.98  C19 1.084
46 H 3.16 -1.36 -2.26  C20 1.086
47 H 1.89 -0.26 -2.77  C20 1.094
48 H 0.25 -2.10 -2.85  C21 1.083
49 H 1.45 -3.27 -2.33  C21 1.084
50 H 1.60 -2.44 -3.89  C21 1.090
51 H -2.20 0.91 -3.02  O24 0.958
52 H -2.84 -1.31 -2.55  O25 0.956
53 C 2.10 7.01 -3.71  C54 1.512, O58 1.430, H60 1.091, H61 1.087
54 C 2.44 7.17 -5.17  C53 1.512, O55 1.416, F59 1.358, H62 1.091
55 O 3.85 7.12 -5.17  C54 1.416, C56 1.369
56 C 4.24 6.38 -4.08  O55 1.369, O57 1.180, O58 1.351
57 O 5.32 5.95 -3.91  C56 1.180
58 O 3.19 6.22 -3.24  C53 1.430, C56 1.351
59 F 2.03 8.36 -5.67  C54 1.358
60 H 2.10 7.97 -3.19  C53 1.091
61 H 1.16 6.50 -3.53  C53 1.087
62 H 2.05 6.37 -5.81  C54 1.091
63 C -1.36 -8.25 5.06  C64 1.513, O68 1.429, H70 1.091, H71 1.087
64 C -1.77 -6.80 5.10  C63 1.513, O65 1.415, F69 1.354, H72 1.091
65 O -2.27 -6.59 3.79  C64 1.415, C66 1.365
66 C -2.74 -7.79 3.33  O65 1.365, O67 1.178, O68 1.360
67 O -3.44 -7.93 2.39  C66 1.178
68 O -2.29 -8.80 4.12  C63 1.429, C66 1.360
69 F -0.72 -5.98 5.31  C64 1.354
70 H -0.34 -8.36 4.68  C63 1.091
71 H -1.45 -8.76 6.02  C63 1.087
72 H -2.55 -6.57 5.82  C64 1.091

The HOMO energy is -4.04 eV. For the LUMO energy, the calculation gives 2.03 eV. As for the total charge: -1. The HOMO-LUMO gap is 6.08 eV.

=====

5.
2 unconnected molecules or ions with the total composition C2H2N2O3. Source: OMol25; level of theory: ωB97M-V with the def2-TZVPD basis set.

Each atom is followed by the atoms it is bonded to, with distances in Å.
Cartesian coordinates (Å):
1 O 1.22 -2.22 -0.97  C2 1.167
2 C 1.29 -1.31 -0.24  O1 1.167, N3 1.183
3 N 1.35 -0.62 0.71  C2 1.183, O4 1.390
4 O 1.39 0.76 0.89  N3 1.390, H5 1.009
5 H 0.62 0.96 1.50  O4 1.009
6 N -1.67 0.09 -0.93  C7 1.215, H9 1.025
7 C -1.44 0.81 0.02  N6 1.215, O8 1.134
8 O -1.21 1.39 0.97  C7 1.134
9 H -1.54 0.15 -1.95  N6 1.025

The HOMO energy is -10.19 eV. For the LUMO energy, the calculation gives 0.29 eV. As for the SMILES: O=C=NO.N=C=O. The energy above the lowest of the compared OMol25 structures with the same formula, charge and spin is 54.5 kcal per mole. The HOMO-LUMO gap is 10.48 eV.

=====

6.
C5H9N in the gas phase. Source: OMol25; level of theory: ωB97M-V with the def2-TZVPD basis set.

Each atom is followed by the atoms it is bonded to, with distances in Å.
Cartesian coordinates (Å):
1 C -1.34 0.79 0.51  C2 1.506, C3 1.500, H7 1.087, H8 1.086
2 C -1.93 -0.35 -0.26  C1 1.506, C3 1.496, H9 1.086, H10 1.085
3 C -0.54 -0.45 0.27  C1 1.500, C2 1.496, N4 1.450, H11 1.089
4 N 0.58 -0.44 -0.65  C3 1.450, C5 1.453, C6 1.457
5 C 1.87 -0.73 -0.06  N4 1.453, C6 1.478, H12 1.091, H13 1.088
6 C 1.54 0.65 -0.49  N4 1.457, C5 1.478, H14 1.088, H15 1.089
7 H -1.06 1.67 -0.06  C1 1.087
8 H -1.69 1.00 1.52  C1 1.086
9 H -2.71 -0.96 0.20  C2 1.086
10 H -2.04 -0.22 -1.34  C2 1.085
11 H -0.40 -1.12 1.12  C3 1.089
12 H 1.90 -0.92 1.01  C5 1.091
13 H 2.54 -1.35 -0.66  C5 1.088
14 H 1.95 1.06 -1.41  C6 1.088
15 H 1.34 1.37 0.30  C6 1.089

The HOMO energy is -8.78 eV. For the LUMO energy, the calculation gives 1.30 eV. As for the SMILES: C1CC1N1CC1. The energy above the lowest of the compared OMol25 structures with the same formula, charge and spin is 52.4 kcal per mole. The HOMO-LUMO gap is 10.08 eV.

=====

7.
2 unconnected molecules or ions with the total composition C3H4BrN. Source: OMol25; level of theory: ωB97M-V with the def2-TZVPD basis set.

Each atom is followed by the atoms it is bonded to, with distances in Å.
Cartesian coordinates (Å):
1 C 0.72 0.33 -0.93  C3 1.431, N4 1.300, H6 1.060
2 C -1.13 0.16 0.02  C3 1.561, N4 1.504, H7 1.107, H8 1.036
3 C 0.36 0.32 0.45  C1 1.431, C2 1.561, Br5 1.868
4 N -0.50 0.17 -1.35  C1 1.300, C2 1.504
5 Br 1.03 1.07 2.03  C3 1.868
6 H 1.59 -0.02 -1.43  C1 1.060
7 H -1.72 -0.78 -0.04  C2 1.107
8 H -1.71 0.90 0.45  C2 1.036
9 H 1.35 -2.15 0.81  no bonds

The HOMO energy (spin up / spin down) is -8.49 / -10.11 eV. For the LUMO energy (spin up / spin down), the calculation gives -0.44 / -0.72 eV. The energy above the lowest of the compared OMol25 structures with the same formula, charge and spin is 136.7 kcal per mole. The HOMO-LUMO gap (spin up / spin down) is 8.05 / 9.39 eV.

=====

Respective maximum force values: 1.4; 0.3; 0.8; 1.3; 5.4; 0.3; 3.1 eV/Å.